{
  "formula": "C27H31F32N2O5S",
  "method": "wB97M-V/def2-TZVPD",
  "elements": ["N", "C", "C", "O", "C", "C", "C", "N", "C", "S", "C", "H", "H", "H", "H", "H", "H", "H", "H", "H", "H", "H", "H", "H", "H", "H", "C", "C", "C", "F", "F", "F", "F", "O", "C", "C", "F", "F", "F", "F", "H", "H", "H", "H", "C", "C", "C", "F", "F", "F", "F", "O", "C", "C", "F", "F", "F", "F", "H", "H", "H", "H", "C", "C", "C", "F", "F", "F", "F", "O", "C", "C", "F", "F", "F", "F", "H", "H", "H", "H", "C", "C", "C", "F", "F", "F", "F", "O", "C", "C", "F", "F", "F", "F", "H", "H", "H", "H"],
  "positions_angstrom": [[4.4675, -3.8245, 0.6121], [3.4960, -3.6169, -0.4253], [2.6369, -2.3206, -0.3034], [3.3215, -1.4312, 0.5761], [1.2820, -2.6511, 0.3256], [0.2867, -3.3385, -0.6742], [-0.5154, -4.1887, 0.2310], [-1.7297, -3.8237, 0.3800], [-2.0762, -2.7104, -0.5212], [-3.2383, -1.4455, 0.0400], [-0.7516, -2.2787, -1.1740], [4.0676, -3.8301, 1.5392], [5.2419, -3.1806, 0.5594], [2.8449, -4.4955, -0.4588], [4.0276, -3.5683, -1.3754], [2.5234, -1.8474, -1.2834], [2.8946, -0.5683, 0.5018], [1.4882, -3.3390, 1.1552], [0.7833, -1.7888, 0.7655], [0.7614, -3.8708, -1.4939], [-0.0116, -5.0013, 0.7431], [-2.3591, -4.2817, 1.0322], [-2.6577, -3.1961, -1.3072], [-2.9916, -1.3192, 1.3543], [-0.9594, -2.3241, -2.2420], [-0.4504, -1.2507, -1.0031], [5.3767, -4.2508, 6.0535], [5.1789, -4.7111, 7.5085], [5.1567, -6.2175, 7.7867], [4.1267, -6.8160, 7.1542], [4.9979, -6.4111, 9.1125], [4.0712, -4.1312, 8.0196], [6.2478, -4.2315, 8.2012], [4.2159, -3.8632, 5.3210], [3.4508, -4.7457, 4.6160], [2.0072, -4.7896, 5.1306], [1.9608, -5.1910, 6.4051], [1.2967, -5.6717, 4.3754], [3.9986, -5.9659, 4.5422], [3.3817, -4.2712, 3.3336], [5.9495, -3.3279, 6.1303], [5.9978, -4.9443, 5.4870], [6.0945, -6.6839, 7.4735], [1.5516, -3.8001, 5.0484], [-5.7015, 1.9154, -4.8835], [-5.8072, 3.2910, -4.2002], [-4.7541, 4.3497, -4.5454], [-3.5212, 3.9454, -4.1772], [-5.0430, 5.4778, -3.8663], [-5.8863, 3.1258, -2.8644], [-6.9945, 3.8253, -4.6159], [-5.1230, 0.8499, -4.1343], [-3.7769, 0.6045, -4.1168], [-3.1999, 0.7411, -2.7040], [-3.3728, 1.9767, -2.2179], [-1.8605, 0.4877, -2.7374], [-3.1038, 1.3491, -5.0060], [-3.5974, -0.6979, -4.4669], [-6.7335, 1.5979, -5.0236], [-5.2701, 1.9906, -5.8812], [-4.7620, 4.5704, -5.6161], [-3.6719, 0.0278, -2.0293], [-11.2152, 7.9250, -5.8593], [-10.7190, 8.8908, -4.7674], [-9.7724, 10.0220, -5.1831], [-8.6145, 9.5426, -5.6743], [-9.4832, 10.7662, -4.0924], [-10.1801, 8.1880, -3.7492], [-11.8327, 9.5147, -4.2864], [-10.5741, 6.6612, -5.9753], [-9.4569, 6.4671, -6.7496], [-8.2613, 6.0117, -5.9061], [-7.9476, 6.9329, -4.9799], [-7.1805, 5.8427, -6.7119], [-9.1645, 7.5456, -7.4986], [-9.7322, 5.4521, -7.6036], [-12.2289, 7.6704, -5.5541], [-11.3054, 8.4218, -6.8252], [-10.2437, 10.6657, -5.9305], [-8.4980, 5.0769, -5.4126], [9.9118, -0.0893, 2.9750], [9.9672, 0.2030, 4.4863], [10.3397, -0.9462, 5.4302], [9.4355, -1.9459, 5.3738], [10.3573, -0.4782, 6.6961], [8.8058, 0.7664, 4.8819], [10.9485, 1.1331, 4.6513], [8.6342, -0.3134, 2.3864], [8.0516, -1.5526, 2.3364], [6.7265, -1.5863, 3.1057], [6.9070, -1.2914, 4.4049], [6.2099, -2.8380, 3.0320], [8.8833, -2.5292, 2.7366], [7.7401, -1.8024, 1.0396], [10.2502, 0.8336, 2.5073], [10.6297, -0.8564, 2.6856], [11.3299, -1.3411, 5.1884], [6.0177, -0.8760, 2.6756]],
  "atomic_forces_ev_per_a": [[-0.07, -0.39, -0.08], [0.33, 0.44, -0.22], [0.16, 0.02, 0.59], [-0.20, 0.07, -0.31], [0.15, -0.78, -0.25], [-0.71, 1.64, 0.58], [0.90, -0.31, -0.59], [0.63, 0.05, 0.42], [-0.81, 0.13, -0.59], [-0.34, -0.14, 0.36], [-0.07, -0.71, -0.44], [0.24, 0.13, -0.11], [-0.10, 0.10, 0.12], [-0.12, 0.04, -0.12], [0.00, -0.14, -0.04], [-0.17, -0.06, -0.06], [0.17, -0.03, 0.04], [0.13, 0.12, 0.09], [0.02, 0.14, -0.09], [0.23, -0.23, 0.20], [-0.59, -0.20, 0.29], [-0.20, 0.18, -0.12], [-0.18, 0.11, 0.02], [0.46, -0.13, -0.09], [0.41, -0.13, -0.09], [-0.07, 0.00, 0.46], [0.44, 0.22, -0.35], [-0.38, 0.25, -0.10], [0.16, -0.11, 0.19], [-0.09, 0.08, -0.15], [0.00, 0.04, -0.01], [-0.01, -0.09, -0.01], [0.11, -0.08, -0.06], [-0.50, -0.31, 0.39], [0.82, 0.18, 0.11], [-0.17, 0.11, 0.00], [0.08, -0.11, 0.03], [0.02, 0.06, -0.06], [-0.15, -0.01, 0.07], [-0.28, -0.05, 0.07], [-0.06, 0.03, 0.02], [-0.14, -0.19, 0.05], [0.00, 0.02, -0.04], [0.05, 0.01, -0.03], [-0.26, -0.28, -0.43], [0.13, -0.32, 0.31], [-0.08, 0.26, -0.10], [0.05, -0.18, 0.03], [-0.03, -0.04, 0.02], [0.06, 0.06, -0.01], [0.11, -0.17, -0.01], [0.30, 0.37, 0.38], [-0.38, 0.06, -0.41], [0.09, 0.06, 0.19], [0.00, 0.11, -0.08], [-0.06, -0.11, -0.05], [0.02, 0.02, 0.10], [0.05, -0.02, 0.04], [0.00, 0.00, 0.07], [0.20, 0.13, 0.08], [-0.01, -0.04, -0.01], [-0.09, 0.01, -0.16], [-0.45, -0.13, -0.33], [0.17, -0.45, 0.12], [-0.06, 0.25, 0.05], [0.03, -0.18, -0.06], [-0.04, -0.03, 0.01], [0.05, 0.05, -0.03], [-0.04, 0.09, -0.11], [0.52, 0.21, 0.32], [-0.48, 0.22, -0.15], [0.02, 0.12, 0.02], [-0.01, 0.11, -0.03], [-0.07, -0.05, -0.02], [0.08, -0.02, 0.10], [0.05, -0.01, -0.01], [0.03, -0.02, 0.06], [0.23, 0.10, 0.01], [-0.02, -0.03, -0.02], [-0.12, -0.10, -0.02], [0.29, 0.07, -0.47], [-0.46, 0.08, -0.14], [0.21, 0.03, 0.18], [-0.13, -0.02, -0.15], [-0.01, 0.04, -0.03], [0.01, -0.08, 0.04], [0.13, -0.08, -0.03], [-0.24, -0.17, 0.56], [0.49, 0.27, -0.18], [-0.26, 0.07, 0.03], [0.14, -0.04, 0.08], [0.00, -0.07, -0.05], [-0.08, 0.02, 0.09], [-0.05, -0.04, 0.00], [-0.06, 0.03, 0.03], [-0.08, -0.16, 0.17], [-0.01, 0.00, -0.04], [0.03, -0.02, -0.08]],
  "lowdin_charge": [0.0388, -0.2203, -0.3510, -0.0311, -0.1004, -0.2047, 0.0352, 0.1366, -0.5962, 0.8644, -0.1082, 0.0368, 0.0646, 0.1087, 0.1199, 0.1480, 0.1024, 0.1179, 0.1294, 0.1647, 0.1730, 0.1896, 0.1138, -0.1136, 0.1255, 0.1150, -0.0278, -0.4411, -0.3069, 0.0950, 0.1057, 0.1356, 0.1128, 0.0466, -0.5332, -0.2883, 0.1216, 0.0789, 0.1679, 0.0958, 0.1414, 0.1498, 0.1744, 0.1730, -0.0234, -0.4275, -0.3053, 0.0968, 0.1102, 0.1407, 0.0890, 0.0512, -0.5420, -0.3115, 0.1176, 0.0748, 0.1632, 0.1305, 0.1505, 0.1498, 0.1733, 0.0927, -0.0350, -0.4420, -0.3091, 0.0984, 0.1000, 0.1353, 0.1036, 0.0487, -0.5364, -0.2976, 0.1120, 0.0905, 0.1539, 0.1420, 0.1486, 0.1469, 0.1732, 0.1509, -0.0300, -0.4425, -0.3063, 0.0906, 0.1044, 0.1347, 0.1088, 0.0497, -0.5415, -0.2768, 0.1052, 0.0881, 0.1567, 0.1369, 0.1497, 0.1476, 0.1742, 0.1763],
  "total_charge": 1,
  "orbital_gap_ha": 0.2665
}

---

{
  "formula": "C27H31F3IrN4O2S3Sb2",
  "method": "wB97M-V/def2-TZVPD",
  "elements": ["Ir", "F", "C", "F", "F", "C", "C", "C", "C", "N", "C", "S", "H", "H", "H", "C", "Sb", "C", "C", "C", "C", "C", "C", "C", "C", "C", "Sb", "C", "C", "H", "H", "H", "H", "H", "H", "H", "H", "H", "H", "H", "H", "H", "H", "H", "H", "H", "H", "H", "H", "N", "C", "C", "C", "C", "C", "C", "S", "O", "O", "N", "C", "S", "C", "C", "N", "H", "H", "H", "H", "H", "H", "H", "H"],
  "positions_angstrom": [[-0.5437, 0.5615, 0.4105], [-5.6233, -0.3982, 0.3205], [-5.6296, 0.9314, 0.5194], [-5.6061, 1.5150, -0.6868], [-6.7857, 1.2492, 1.1072], [-4.4493, 1.3594, 1.3520], [-4.6034, 2.0089, 2.5631], [-3.4922, 2.3889, 3.3079], [-2.2390, 2.0999, 2.8132], [-2.0891, 1.4796, 1.6396], [-3.1567, 1.1050, 0.9064], [-2.5945, 0.2910, -0.5424], [-5.6001, 2.2177, 2.9286], [-3.6031, 2.8911, 4.2572], [-1.3309, 2.3571, 3.3428], [4.8932, -0.6331, 1.9918], [3.4118, -1.2965, 0.5880], [3.9411, -3.3595, 0.7067], [4.5531, -0.8690, -1.1912], [3.9408, -1.5622, -2.3727], [4.4376, -2.8155, -2.7310], [3.9339, -3.5215, -3.8093], [2.9214, -2.9717, -4.5794], [2.4182, -1.7282, -4.2397], [2.8874, -1.0248, -3.1310], [2.2800, 0.3144, -2.8386], [0.3138, 0.3022, -1.9939], [-0.4572, 2.0544, -2.9038], [-0.6266, -1.2557, -3.0578], [5.8775, -0.9972, 1.6981], [4.6579, -1.0246, 2.9818], [4.9153, 0.4549, 2.0469], [5.0034, -3.4992, 0.5062], [3.3539, -3.9462, 0.0026], [3.7169, -3.7092, 1.7141], [5.5778, -1.2123, -1.0500], [4.5746, 0.2148, -1.3074], [5.2571, -3.2335, -2.1579], [4.3489, -4.4887, -4.0606], [2.5367, -3.4993, -5.4416], [1.6449, -1.2837, -4.8559], [2.0440, 0.8289, -3.7748], [2.9054, 0.9875, -2.2576], [-0.1304, 2.0471, -3.9433], [-0.0917, 2.9554, -2.4149], [-1.5432, 2.0266, -2.8546], [-0.5555, -1.0355, -4.1220], [-1.6728, -1.3372, -2.7719], [-0.1159, -2.1874, -2.8298], [-5.3660, -3.4686, 4.1022], [-4.2548, -3.3621, 3.3075], [-4.3515, -2.8196, 2.0173], [-3.2280, -2.6694, 1.2349], [-1.9826, -3.0635, 1.7216], [-1.8751, -3.6136, 2.9976], [-2.9998, -3.7678, 3.7799], [-0.5275, -2.7586, 0.8115], [0.5155, -3.5296, 1.4239], [-0.8152, -2.7645, -0.5879], [-0.0828, -1.2022, 1.1114], [0.5869, -0.7411, 2.1898], [1.2359, -1.3614, 3.6417], [1.7930, 0.2401, 4.0198], [1.4718, 1.1223, 3.0533], [0.7812, 0.5444, 2.0093], [-6.2709, -3.4134, 3.6683], [-5.3166, -4.0665, 4.9085], [-5.3213, -2.5337, 1.6291], [-3.3162, -2.2709, 0.2333], [-0.9124, -3.9514, 3.3561], [-2.9161, -4.2172, 4.7614], [2.3555, 0.4242, 4.9195], [1.7228, 2.1706, 3.0292]],
  "atomic_forces_ev_per_a": [[-0.93, 1.43, -0.77], [-0.04, 0.01, -0.03], [0.07, 0.06, -0.01], [-0.01, -0.03, 0.01], [-0.03, -0.01, 0.02], [0.06, -0.02, -0.08], [-0.07, 0.03, 0.06], [-0.02, 0.02, 0.03], [-0.03, -0.06, -0.10], [-0.14, -0.36, 0.26], [0.10, 0.06, 0.07], [-0.74, 0.21, -0.44], [0.01, 0.00, 0.00], [0.00, 0.02, -0.01], [0.00, -0.03, 0.02], [0.10, 0.02, 0.01], [0.05, -0.06, -0.05], [0.04, -0.08, 0.01], [-0.02, 0.05, -0.25], [0.01, 0.06, 0.07], [0.02, -0.05, -0.08], [0.06, -0.04, 0.03], [-0.05, 0.07, 0.00], [-0.02, -0.10, -0.02], [0.15, 0.03, 0.10], [0.00, 0.18, -0.14], [0.25, -0.64, 0.40], [0.01, -0.03, -0.05], [0.00, 0.06, -0.22], [0.00, 0.00, 0.00], [-0.02, 0.00, -0.02], [0.00, -0.01, -0.01], [0.00, 0.02, 0.02], [-0.01, 0.03, 0.00], [-0.01, -0.02, -0.01], [-0.01, 0.01, 0.07], [0.05, -0.01, -0.02], [-0.02, 0.01, 0.01], [-0.01, 0.00, 0.00], [0.00, 0.01, -0.01], [0.01, 0.00, -0.01], [0.15, -0.01, -0.02], [0.03, -0.08, 0.08], [-0.04, 0.08, -0.01], [0.02, -0.01, 0.01], [-0.01, 0.02, -0.01], [-0.02, 0.00, 0.00], [0.03, 0.02, 0.08], [-0.02, 0.04, -0.02], [0.01, 0.01, 0.02], [-0.03, -0.02, 0.00], [0.00, -0.02, 0.00], [0.01, -0.10, -0.10], [-0.04, 0.24, 0.11], [-0.02, -0.05, 0.00], [0.04, 0.01, -0.02], [-0.24, -0.17, 0.31], [0.13, -0.05, -0.21], [0.05, -0.21, -0.02], [0.22, -0.61, 0.52], [0.14, -0.49, -0.09], [-0.04, -0.16, 0.03], [0.08, 0.07, 0.08], [-0.05, -0.11, -0.06], [0.74, 0.79, 0.41], [0.00, -0.01, -0.02], [-0.01, -0.01, 0.00], [0.03, 0.00, 0.02], [0.01, -0.01, 0.03], [0.01, 0.02, 0.01], [0.00, 0.01, 0.01], [-0.01, -0.02, 0.01], [0.00, 0.00, 0.01]],
  "lowdin_charge": [0.8854, 0.1372, -0.5998, 0.1539, 0.1595, -0.0950, 0.0393, -0.0200, -0.0863, -0.1047, -0.5971, 0.6573, 0.1353, 0.1180, 0.1181, -0.3282, 1.3852, -0.3192, -0.3404, -0.2918, -0.0524, -0.0681, -0.0716, -0.0705, -0.2821, -0.2854, 1.3154, -0.2890, -0.2799, 0.0079, -0.0052, -0.0011, 0.0111, 0.0056, 0.0045, 0.0677, 0.0487, 0.1129, 0.1088, 0.1077, 0.1057, 0.0667, 0.0552, 0.0191, 0.0161, -0.0037, 0.0226, 0.0006, 0.0124, 0.1223, -0.3055, -0.0173, -0.0701, -0.2966, -0.0573, -0.0150, 0.5891, -0.2943, -0.2985, -0.3253, -0.8533, 1.0823, -0.3675, -0.2127, -0.1835, 0.1014, 0.1014, 0.1083, 0.0785, 0.1098, 0.1176, 0.0792, 0.1204],
  "total_charge": 1,
  "orbital_gap_ha": 0.2244,
  "de_lowest_kcal_mol": 55.09
}